No. 1
{
  "formula": "C8H12N4",
  "method": "the ωB97M-V functional and the def2-TZVPD basis",
  "e_homo_ev": -8.7,
  "molar_mass_da": 164.212,
  "energy_ev": -14448.2848,
  "de_lowest_kj_mol": 315.2,
  "lumo_energy_ev": 0.552,
  "symbols": ["C", "N", "C", "C", "C", "N", "C", "N", "C", "C", "N", "C", "H", "H", "H", "H", "H", "H", "H", "H", "H", "H", "H", "H"],
  "coordinates": [[-2.48075, -0.66380, -1.11815], [-1.92897, 0.10765, 0.01314], [-0.53880, 0.02846, 0.37459], [-0.43069, 0.92175, 1.70427], [-0.32422, -1.40928, 0.48023], [-0.06749, -2.50610, 0.68135], [0.65205, 0.72156, -0.80379], [1.91162, 0.14576, -0.43472], [2.35610, -1.12052, -0.66699], [3.62048, -1.31679, -0.20332], [3.97549, -0.05969, 0.26624], [2.95651, 0.75716, 0.15026], [-2.12681, -0.31150, -2.07820], [-2.12425, -1.68874, -1.07528], [-3.56774, -0.77287, -1.04766], [-2.23194, 1.05727, -0.08944], [-0.55091, 0.46132, 2.77539], [-1.12627, 1.79273, 1.60011], [0.49302, 1.52516, 1.77114], [0.71546, 1.74576, -0.82670], [0.33754, 0.41748, -1.78685], [1.79029, -1.74668, -1.31382], [4.18883, -2.18823, -0.46296], [2.84616, 1.74255, 0.76712]],
  "atomic_forces_ev_per_a": [[0.8, -0.6, 0.6], [-1.1, 0.0, -0.9], [0.2, 2.6, -0.7], [0.5, 0.4, 1.0], [1.2, 0.5, 1.0], [-0.2, -0.5, -0.2], [-1.7, -4.3, 2.1], [0.2, -0.1, -0.5], [-0.8, -1.4, -1.3], [-1.8, 2.7, -1.0], [1.4, 0.0, 1.3], [0.9, 1.4, 2.3], [-0.3, 0.4, -0.5], [0.2, -0.2, 0.3], [0.2, 0.6, -0.1], [0.0, 0.4, 0.2], [-0.1, 0.4, -2.4], [-0.1, -1.1, 0.0], [0.2, -0.9, -0.2], [-0.1, 2.5, 0.6], [-0.1, -0.5, -0.4], [-0.5, -0.5, -0.1], [0.7, 0.1, 0.6], [0.4, -1.8, -1.7]]
}



No. 2
{
  "formula": "C8H12N4",
  "method": "the ωB97M-V functional and the def2-TZVPD basis",
  "e_homo_ev": -11.5,
  "molar_mass_da": 164.212,
  "energy_ev": -14449.6200,
  "de_lowest_kj_mol": 186.4,
  "lumo_energy_ev": 0.744,
  "symbols": ["C", "C", "N", "H", "H", "H", "C", "C", "N", "H", "H", "H", "C", "C", "N", "H", "H", "H", "C", "C", "N", "H", "H", "H"],
  "coordinates": [[1.68015, -2.03635, -0.83164], [0.45105, -2.68845, -0.55135], [-0.54755, -3.10515, -0.16997], [1.68280, -1.19543, -0.14120], [1.79709, -1.66174, -1.86270], [2.50772, -2.70473, -0.60815], [1.70509, 2.81614, -1.93540], [1.86250, 2.03655, -0.74831], [1.97205, 1.44947, 0.23619], [2.17798, 2.30288, -2.77660], [2.12313, 3.81055, -1.80982], [0.64498, 2.76665, -2.16628], [-2.77835, -0.34205, -0.12429], [-2.05931, -0.24484, -1.39680], [-1.46500, -0.11201, -2.36506], [-2.60030, 0.57029, 0.36512], [-2.45271, -1.20419, 0.46260], [-3.87819, -0.45526, -0.17103], [-0.26518, -0.41898, 2.91386], [-0.85958, 0.85214, 2.49190], [-1.33471, 1.75730, 2.00140], [-0.04017, -0.36190, 3.97602], [0.66121, -0.62372, 2.36632], [-0.98473, -1.20715, 2.84519]],
  "atomic_forces_ev_per_a": [[1.1, 0.6, -0.4], [-1.3, -0.4, 0.2], [-0.1, -0.2, -0.1], [0.5, 0.3, -0.1], [-0.3, -0.2, 0.5], [0.1, 0.0, 0.0], [-0.2, -0.4, -1.0], [0.4, -0.6, 1.5], [-0.1, 0.0, -0.5], [0.2, 0.2, 0.1], [-0.3, 0.1, -0.1], [-0.2, 0.6, -0.1], [-0.8, -1.1, -0.4], [-0.7, -0.4, 0.6], [0.4, 0.1, -0.4], [0.3, 1.0, 1.0], [0.4, 0.2, -0.1], [0.6, 0.1, -0.7], [0.4, 0.8, 0.7], [0.9, -1.9, 0.1], [-0.8, 1.6, -0.4], [0.3, 0.1, 0.1], [-0.4, 0.0, 0.0], [-0.4, -0.5, -0.5]]
}



What did we get for orbital gap? Answer: 9.3, 12.2 eV, in the order shown.